Record 1
Below is a structure of composition C31H33BFN8O3Ru, with properties calculated with ωB97M-V/def2-TZVPD.

HOMO energy (spin up / spin down): -4.73 / -7.22 eV
Expectation value of S²: 8.8059
Spin multiplicity: 6
Molar mass: 696.54 g mol⁻¹
Calculated total energy: -56719.67323 eV

The geometry in XYZ format:
```
78
C31H33BFN8O3Ru, DFT ωB97M-V/def2-TZVPD
Ru -0.84 -0.40 -0.28
C -4.65 0.97 -1.68
C -3.31 0.33 -1.52
N -2.73 0.08 -0.33
N -3.34 0.25 0.84
C -2.48 0.07 1.89
O -1.28 -0.36 1.65
C -2.94 0.21 3.28
C -2.29 -0.05 4.51
C -2.95 0.06 5.75
C -4.31 0.41 5.83
C -4.96 0.66 4.64
C -4.29 0.59 3.39
C -2.57 -0.09 -2.63
C -2.87 -0.18 -4.01
C -1.83 -0.56 -4.85
C -0.61 -0.98 -4.32
C -0.41 -0.93 -2.97
N -1.31 -0.39 -2.17
H -4.93 1.44 -0.72
H -5.38 0.22 -1.99
H -4.58 1.74 -2.47
H -1.25 -0.36 4.56
H -2.37 -0.12 6.64
H -4.83 0.47 6.79
H -6.03 0.90 4.56
H -4.91 0.80 2.52
H -3.83 0.13 -4.41
H -1.99 -0.48 -5.91
H 0.22 -1.29 -4.94
H 0.47 -1.36 -2.50
C 0.00 4.73 0.18
N 0.15 3.40 -0.46
C -0.13 3.29 -1.89
C 0.66 2.36 0.22
N 0.93 1.17 -0.43
N 0.92 2.48 1.55
C 1.54 1.53 2.30
N 1.62 1.71 3.62
N 2.09 0.51 1.65
H -0.61 4.71 1.10
H -0.51 5.38 -0.52
H 0.96 5.19 0.37
H -0.73 4.15 -2.21
H -0.70 2.38 -2.12
H 0.78 3.26 -2.50
H 1.10 1.38 -1.43
H 0.62 3.36 1.99
H 1.23 2.53 4.04
H 2.16 1.03 4.12
H 2.69 -0.12 2.18
O 2.60 -0.75 -0.42
B 2.25 0.56 0.18
O 3.38 1.50 -0.30
C 4.30 0.72 -0.92
C 5.59 1.06 -1.30
C 6.38 0.03 -1.84
C 5.84 -1.23 -2.08
C 4.55 -1.56 -1.66
C 3.81 -0.61 -1.04
H 5.96 2.07 -1.17
H 7.42 0.23 -2.00
H 6.41 -1.98 -2.60
H 4.19 -2.57 -1.81
F 3.90 -4.77 -0.38
C 2.56 -4.55 -0.33
C 1.80 -4.61 -1.50
C 0.51 -4.07 -1.42
C 0.09 -3.33 -0.31
C -1.06 -2.43 -0.30
C 0.76 -3.62 0.89
C 2.01 -4.20 0.93
H 2.13 -5.06 -2.44
H -0.13 -4.19 -2.30
H -1.65 -2.56 0.63
H -1.76 -2.62 -1.13
H 0.27 -3.34 1.82
H 2.56 -4.28 1.86
```



Record 2
Below is a structure of composition C31H33Br2ClNO3PTi, with properties calculated with ωB97M-V/def2-TZVPD.

HOMO energy (spin up / spin down): -13.51 / -13.51 eV
Charge: +2
Molar mass: 741.71 g mol⁻¹
Calculated total energy: -225313.51418 eV

The geometry in XYZ format:
```
73
C31H33Br2ClNO3PTi, DFT ωB97M-V/def2-TZVPD
Ti 8.40 13.83 9.05
C 6.37 12.98 11.79
C 7.83 13.09 12.05
C 8.39 12.91 13.32
C 9.76 12.85 13.54
C 10.62 12.99 12.44
C 12.06 12.97 12.43
Br 12.85 13.23 14.12
C 12.77 12.93 11.25
C 12.21 13.06 10.02
Br 13.33 13.09 8.51
C 10.83 13.26 9.97
O 10.25 13.43 8.78
C 10.03 13.21 11.17
N 8.65 13.25 10.98
H 5.92 13.93 11.45
H 5.82 12.80 12.68
H 6.22 12.20 10.97
H 7.73 12.82 14.16
H 10.19 12.74 14.53
H 13.86 12.84 11.31
Cl 7.54 6.25 5.86
C 7.23 7.81 6.52
C 5.91 8.32 6.50
C 5.69 9.65 6.86
C 6.71 10.51 7.34
C 8.00 10.07 7.19
C 8.30 8.72 6.82
C 6.35 11.87 7.86
O 5.19 12.23 8.01
O 7.35 12.75 8.02
H 5.13 7.66 6.22
H 4.71 10.10 6.77
H 8.91 10.75 7.29
H 9.35 8.40 6.76
C 6.32 17.12 9.99
C 6.75 17.28 8.53
C 6.94 18.82 8.33
C 5.75 16.64 7.59
P 8.44 16.39 8.44
C 9.53 17.34 9.51
C 9.63 16.92 10.83
C 10.34 17.70 11.75
C 11.08 18.78 11.32
C 11.03 19.19 10.01
C 10.22 18.52 9.09
C 9.29 16.48 6.71
C 8.92 17.77 5.87
C 8.73 15.31 5.95
C 10.85 16.29 6.92
H 5.25 17.42 10.02
H 6.95 17.74 10.64
H 6.42 16.10 10.33
H 5.93 19.26 8.27
H 7.47 19.12 7.41
H 7.46 19.23 9.22
H 4.73 17.12 7.67
H 5.67 15.58 7.78
H 6.13 16.73 6.53
H 9.11 16.04 11.20
H 10.28 17.38 12.77
H 11.71 19.30 12.01
H 11.58 20.08 9.76
H 10.02 18.88 8.07
H 7.86 17.76 5.60
H 9.46 17.88 4.96
H 9.15 18.71 6.43
H 7.63 15.35 5.94
H 9.08 14.35 6.38
H 9.12 15.28 4.94
H 11.30 17.02 7.54
H 11.27 16.41 5.91
H 11.14 15.32 7.30
```